*one*
This record from the OMol25 dataset describes an isolated molecule of C6H13P. The level of theory is ωB97M-V/def2-TZVPD.

Geometry as XYZ:
```
20
Properties=species:S:1:pos:R:3
C 0.69067 -1.43275 -2.61147
C 0.45738 -0.53909 -1.53090
C 0.63644 0.91709 -1.71140
P -0.16866 -1.24602 -0.05162
C -0.34496 0.08338 1.22747
C -1.86993 0.20820 1.54277
C 0.60327 -0.23059 2.39114
H -0.11853 -1.23256 -3.32233
H 0.79330 -2.55948 -2.35512
H 1.60925 -1.42019 -3.20296
H 0.87649 1.44980 -0.73535
H -0.23209 1.52388 -2.04184
H 1.40258 1.17490 -2.52148
H -0.20814 1.13661 0.82872
H -2.59574 -0.70992 1.65701
H -2.37519 0.69950 0.64049
H -2.02256 0.74151 2.53095
H 0.85235 0.78653 2.83596
H -0.05873 -0.74164 3.16772
H 1.47216 -0.81597 2.10979
```

HOMO-LUMO gap: 8.77 eV
Total charge: 0
SMILES: CC(C)=PC(C)C
LUMO energy: 0.02149 Ha

*two*
This record from the OMol25 dataset describes a 2-piece molecular cluster, C6H13P overall. The level of theory is ωB97M-V/def2-TZVPD.

Geometry as XYZ:
```
20
Properties=species:S:1:pos:R:3
C 0.76573 -2.32940 0.14003
C 1.33770 -1.17897 -0.21310
C 1.17018 0.11499 -0.98301
C 2.49626 -0.24070 -0.30783
C 3.02311 0.57918 0.81192
H 1.32343 -3.05372 0.66570
H -0.17057 -2.77505 -0.42309
H 0.60875 0.91398 -0.61779
H 1.02670 0.09115 -2.00619
H 3.34998 -0.67343 -0.85392
H 3.97602 0.92410 0.60132
H 3.09661 0.08691 1.78015
H 2.33284 1.52648 0.98263
C -3.60038 -0.78269 -0.19904
P -3.10683 0.92335 0.48047
H -3.45559 -1.55113 0.52434
H -2.93736 -0.84572 -1.15910
H -4.61306 -0.79409 -0.49436
H -2.56607 0.51371 1.70046
H -4.31987 1.33867 0.91882
```

HOMO-LUMO gap: 10.20 eV
Total charge: 0
SMILES: C=C1C[C@H]1C.CP
LUMO energy: 0.03820 Ha

*three*
This record from the OMol25 dataset describes a 2-piece molecular cluster, C6H13P overall. The level of theory is ωB97M-V/def2-TZVPD.

Geometry as XYZ:
```
20
Properties=species:S:1:pos:R:3
C -1.85386 -0.14984 -1.08064
C -1.54228 -0.53128 0.10605
C -2.09735 -1.04030 1.29913
C 1.63336 -0.51180 -1.13920
C 0.65597 1.69034 -0.25164
C 0.98320 0.28609 -0.01011
P 1.21235 -0.29523 1.66840
H -1.15664 0.36653 -1.74425
H -2.86332 -0.27738 -1.66485
H -2.62545 -0.18311 1.91926
H -1.29178 -1.45813 2.06573
H -2.90889 -1.74129 1.24369
H 2.03224 0.07733 -2.08741
H 0.69026 -0.94411 -1.62079
H 2.22108 -1.36249 -0.73035
H -0.22828 1.95702 -0.96980
H 1.51434 2.12201 -0.71227
H 0.24394 2.23184 0.64594
H 2.58099 0.14721 1.80003
H 1.43566 -1.62785 1.13132
```

HOMO-LUMO gap (spin up / spin down): 7.71 / 8.30 eV
Total charge: 0
LUMO energy (spin up / spin down): 0.01230 / 0.01808 Ha

The most stable arrangement is *one*, and the next structure is 31.3 kcal/mol less stable.